# 1
{"formula": "C9H30N2O6", "method": "wB97M-V/def2-TZVPD", "smiles": "NC(N)=O.CCO.CCO.CCO.CO.CO", "total_charge": 0, "total_energy_ev": -25080.8452, "homo_lumo_gap_ev": 9.84, "max_force_ev_per_a": 7.27, "symbols": ["N", "C", "N", "O", "H", "H", "H", "H", "C", "C", "O", "H", "H", "H", "H", "H", "H", "C", "C", "O", "H", "H", "H", "H", "H", "H", "C", "C", "O", "H", "H", "H", "H", "H", "H", "C", "O", "H", "H", "H", "H", "C", "O", "H", "H", "H", "H"], "positions_angstrom": [[-0.5144, 1.3508, -1.8158], [-1.6704, 1.9308, -1.6668], [-2.4734, 1.8158, -2.6818], [-2.1564, 2.6028, -0.5288], [-0.1144, 1.1518, -0.8528], [-0.1314, 1.0558, -2.6828], [-3.5054, 1.8288, -2.4698], [-2.3054, 1.2508, -3.5498], [2.4486, -2.2742, 2.2122], [1.0036, -2.7232, 2.2622], [0.3816, -1.9332, 1.3052], [2.9776, -2.4022, 1.2342], [2.9316, -2.6552, 3.1272], [2.4416, -1.1422, 2.4452], [0.6436, -2.4132, 3.2142], [0.8496, -3.7242, 2.1092], [-0.4874, -2.3822, 1.1062], [3.5076, 2.1328, -0.1318], [3.3936, 1.5198, -1.5398], [4.6336, 0.9848, -1.9868], [3.4126, 1.2638, 0.5212], [2.8346, 2.9148, 0.1622], [4.5076, 2.6318, -0.1108], [3.3726, 2.2858, -2.2038], [2.4666, 0.9028, -1.5968], [4.7206, 1.1908, -2.8948], [-3.5604, -1.5102, 1.9812], [-2.9134, -0.3212, 1.2682], [-4.0224, 0.3278, 0.6582], [-4.4044, -1.1952, 2.7002], [-2.9114, -2.0172, 2.7072], [-3.9864, -2.3352, 1.3792], [-2.0894, -0.6512, 0.5382], [-2.4034, 0.3378, 2.1182], [-3.8694, 1.2098, 0.5212], [-0.7584, -1.7102, -2.2508], [-2.0204, -1.1722, -2.2698], [-0.7454, -2.8082, -2.0208], [-0.1564, -1.2632, -1.4348], [-0.2534, -1.4772, -3.2398], [-1.9464, -0.2322, -2.3128], [0.4256, 1.6328, 1.1762], [0.6936, 0.5358, 0.3162], [-0.6754, 1.8078, 1.2472], [0.8516, 2.5418, 0.8242], [0.8566, 1.3978, 2.2572], [0.7226, -0.2622, 0.8512]], "forces_ev_per_angstrom": [[1.76, 0.47, 3.07], [-2.83, 3.59, 5.65], [-4.98, -0.72, -3.68], [2.72, -3.70, -5.08], [0.59, -0.38, -1.93], [0.16, -0.26, -0.35], [1.79, 0.56, -0.22], [0.27, 0.85, 1.49], [0.47, 1.65, 1.01], [2.05, 2.77, 0.37], [-2.90, -0.80, -1.61], [-0.40, -0.29, 1.06], [0.48, -0.31, -0.79], [-0.05, -1.51, -0.63], [-0.50, -0.20, 1.16], [-0.27, -2.61, -0.46], [1.14, 1.17, 0.03], [1.82, -0.94, -0.73], [-0.42, 0.22, 1.19], [0.27, -1.86, 2.11], [0.36, 0.48, 0.63], [-0.83, 0.05, -0.34], [-0.52, -0.75, 0.39], [-1.65, 2.80, -1.87], [0.99, -0.17, -0.18], [0.12, 0.18, -1.26], [-0.96, -0.71, 1.86], [0.48, 0.23, 1.37], [-0.12, -3.42, 0.44], [1.07, 0.02, -1.41], [0.51, 0.13, -0.33], [0.26, 0.76, -0.26], [-1.22, 0.60, 0.76], [-0.98, -1.08, -1.88], [1.11, 3.56, -0.70], [2.16, -0.30, -0.14], [-1.72, -1.09, 0.06], [-0.41, 0.91, -0.63], [0.01, -0.11, -0.39], [-0.08, -0.72, 0.98], [0.00, 0.73, 0.25], [-0.66, -0.91, 3.23], [0.69, 0.71, 0.28], [0.80, -0.15, 0.07], [0.54, 0.50, -0.44], [-0.84, 0.64, -2.12], [-0.28, -0.62, -0.04]], "lowdin_charge": [0.170, -0.605, 0.127, -0.135, 0.067, 0.113, 0.156, 0.140, -0.074, -0.319, -0.114, 0.096, 0.078, 0.096, 0.108, 0.093, 0.126, -0.068, -0.306, -0.062, 0.066, 0.051, 0.091, 0.069, 0.105, 0.057, -0.121, -0.317, -0.060, 0.100, 0.052, 0.074, 0.103, 0.144, 0.007, -0.200, -0.111, 0.096, 0.056, 0.094, -0.005, -0.137, -0.183, 0.065, 0.052, 0.131, 0.035]}

---

# 2
{"formula": "C14H34Br2N2", "method": "wB97M-V/def2-TZVPD", "smiles": "CCN(CC)CC.CCN(CC)CC.BrCCBr", "total_charge": 0, "total_energy_ev": -158133.4583, "homo_lumo_gap_ev": 9.25, "max_force_ev_per_a": 3.40, "symbols": ["C", "C", "N", "C", "C", "C", "C", "H", "H", "H", "H", "H", "H", "H", "H", "H", "H", "H", "H", "H", "H", "H", "C", "C", "N", "C", "C", "C", "C", "H", "H", "H", "H", "H", "H", "H", "H", "H", "H", "H", "H", "H", "H", "H", "Br", "C", "C", "Br", "H", "H", "H", "H"], "positions_angstrom": [[-13.3980, -4.9057, -10.8985], [-14.9420, -4.6467, -10.8892], [-15.3740, -3.8621, -9.6988], [-14.9100, -2.4670, -9.6724], [-15.3398, -1.4650, -10.7627], [-16.8351, -4.0086, -9.5640], [-17.4141, -3.4011, -8.3106], [-13.1904, -5.5547, -11.7050], [-13.0787, -5.2838, -9.9294], [-12.7897, -4.0332, -11.1280], [-15.3854, -4.2796, -11.8584], [-15.3573, -5.6660, -10.7524], [-15.1432, -2.0991, -8.6700], [-13.8478, -2.5837, -9.7537], [-16.4537, -1.3359, -10.6180], [-14.9136, -0.4515, -10.6123], [-15.1111, -1.9286, -11.7492], [-17.0257, -5.0819, -9.5714], [-17.3826, -3.6450, -10.4672], [-18.4821, -3.6445, -8.2204], [-17.4244, -2.2810, -8.4523], [-16.8070, -3.7443, -7.5246], [-10.8609, -3.2860, -3.5960], [-10.8169, -4.8016, -3.3047], [-11.9462, -5.2012, -2.4783], [-12.0002, -6.6712, -2.3706], [-13.2709, -7.1410, -1.7922], [-11.8567, -4.6214, -1.1117], [-13.1705, -3.8958, -0.7266], [-10.0189, -3.0231, -4.1488], [-11.0652, -2.6857, -2.6936], [-11.7434, -3.0610, -4.1649], [-10.9726, -5.2638, -4.2549], [-9.7828, -5.0769, -2.8736], [-11.9364, -7.0172, -3.4793], [-11.1741, -7.0455, -1.8332], [-13.4019, -8.1749, -1.9009], [-13.4166, -6.9972, -0.7094], [-14.1104, -6.5720, -2.2373], [-11.0361, -3.9016, -1.0547], [-11.6646, -5.3421, -0.3283], [-13.0091, -3.4884, 0.2684], [-13.9253, -4.6622, -0.7138], [-13.4063, -3.0826, -1.4259], [-12.2996, -6.0915, -6.7680], [-13.6893, -4.7649, -6.5033], [-14.0905, -4.7413, -5.0594], [-15.4301, -3.3389, -4.9832], [-14.4489, -5.0947, -7.1955], [-13.3210, -3.7989, -6.8755], [-13.3355, -4.3980, -4.3582], [-14.5145, -5.7035, -4.8156]], "forces_ev_per_angstrom": [[-1.17, 1.54, 0.14], [0.50, -0.40, 0.69], [-0.96, -0.16, -1.02], [0.42, -0.22, 0.11], [-1.62, -0.66, 0.50], [-0.18, -0.31, -1.03], [-0.91, 1.72, -1.94], [0.31, -1.20, -0.65], [-0.05, -0.25, -0.10], [-0.13, 0.38, 0.16], [0.66, -0.05, 0.68], [-0.09, 0.57, -0.04], [0.11, 0.18, -0.13], [0.83, 0.26, 0.28], [0.97, -0.04, -0.70], [0.11, -0.82, -0.24], [-0.25, 0.81, 0.48], [0.01, -0.15, 0.14], [0.30, 0.07, 0.31], [0.42, -0.32, 0.22], [0.33, -0.98, 0.68], [0.36, -0.02, 1.49], [-1.72, -0.95, 1.61], [0.69, 1.13, 0.78], [0.73, -0.41, 1.39], [-0.38, 0.91, -3.25], [-1.75, 1.32, 1.04], [-0.80, 1.25, -0.53], [1.35, -0.18, -0.25], [1.49, 0.87, -0.67], [0.88, -0.13, -0.21], [-0.44, -0.04, -0.74], [0.35, -0.70, -0.63], [-1.33, 0.13, -0.49], [0.00, 0.18, 1.83], [1.37, -0.60, 0.62], [-0.28, -1.55, -0.57], [0.53, 0.28, -0.15], [0.27, -0.55, -0.06], [0.04, -0.12, -0.10], [0.18, -0.64, -0.01], [-0.35, 0.14, 0.19], [-0.69, 0.10, 0.05], [-0.06, -0.34, 0.15], [0.44, -0.20, -0.01], [0.65, 0.42, -0.57], [-0.13, 0.45, -0.62], [-0.48, 0.10, 0.36], [-0.50, 0.09, 0.14], [0.05, -0.37, 0.27], [0.11, -0.51, -0.11], [-0.21, -0.02, 0.52]], "lowdin_charge": [-0.075, -0.237, -0.186, -0.271, -0.078, -0.293, -0.097, 0.049, 0.054, 0.060, 0.118, 0.108, 0.102, 0.086, 0.074, 0.077, 0.073, 0.104, 0.117, 0.082, 0.087, -0.002, -0.067, -0.270, -0.192, -0.272, -0.105, -0.247, -0.069, 0.052, 0.074, 0.051, 0.044, 0.143, 0.135, 0.098, 0.055, 0.080, 0.085, 0.099, 0.105, 0.068, 0.048, 0.073, 0.651, -0.734, -0.688, 0.673, 0.028, 0.059, 0.009, 0.059]}

---

# 3
{"formula": "C16H25BiClI2N3P2", "method": "wB97M-V/def2-TZVPD", "total_charge": 2, "total_energy_ev": -74594.2903, "homo_lumo_gap_ev": [3.31, 3.32], "max_force_ev_per_a": 2.61, "symbols": ["I", "I", "Bi", "P", "C", "C", "H", "H", "H", "H", "H", "H", "C", "H", "H", "H", "P", "C", "C", "H", "H", "H", "C", "H", "H", "H", "H", "H", "H", "Cl", "N", "C", "C", "C", "C", "C", "C", "C", "N", "C", "C", "N", "C", "H", "H", "H", "H", "H", "H", "H"], "positions_angstrom": [[-0.4569, 2.6497, 2.1554], [2.9186, 0.8701, 0.0273], [0.0748, 0.4089, 0.3894], [0.4464, -1.6758, 2.4314], [1.7237, -1.0477, 3.5677], [-0.7472, -2.5104, 3.5542], [-0.2186, -2.8931, 4.4504], [1.4373, -3.9058, 2.3470], [-1.2370, -3.3237, 2.9905], [0.5754, -3.4655, 0.8195], [1.3855, -0.0921, 3.9839], [-1.5397, -1.7817, 3.8153], [1.2395, -3.1128, 1.6152], [1.9105, -1.7621, 4.3748], [2.1806, -2.7918, 1.1570], [2.6416, -0.8646, 3.0069], [-0.6974, 1.8093, -2.0997], [0.1181, 3.4391, -2.1957], [0.0107, 0.8893, -3.5194], [-2.9805, 1.2237, -2.6451], [-2.3307, 2.5045, -3.7603], [-2.8782, 2.8877, -2.0636], [-2.3893, 2.1497, -2.7176], [-0.4024, -0.1232, -3.4949], [-0.2240, 1.4086, -4.4555], [-0.1465, 3.9634, -3.1221], [1.2034, 3.3005, -2.1524], [1.0950, 0.8311, -3.3764], [-0.1694, 4.0453, -1.3261], [-0.4810, -1.7839, -1.1803], [-8.0861, -5.6582, -2.7404], [-7.4925, -4.8041, -2.2055], [-6.7348, -3.7871, -1.5362], [-5.6235, -4.1491, -0.7579], [-4.8631, -3.1609, -0.1382], [-5.2476, -1.8151, -0.2761], [-6.3469, -1.4300, -1.0425], [-7.0914, -2.4390, -1.6708], [-4.4208, -0.8314, 0.3019], [-4.6382, 0.5572, 0.2689], [-3.4403, 1.1333, 0.6105], [-2.5072, 0.1354, 0.8806], [-3.1411, -1.0245, 0.7416], [-5.3554, -5.1943, -0.6295], [-3.9875, -3.4186, 0.4676], [-6.5677, -0.3641, -1.1474], [-7.9557, -2.1542, -2.2762], [-5.5919, 0.9742, 0.0068], [-3.1506, 2.1724, 0.6578], [-2.7330, -2.0139, 0.8761]], "forces_ev_per_angstrom": [[0.34, -0.66, -0.53], [-1.04, -0.30, 0.03], [-0.95, -0.59, -0.24], [1.16, -1.19, 0.58], [-0.21, 0.76, -0.39], [-1.11, 0.77, -0.63], [-0.24, 0.30, -0.59], [-0.14, 0.26, -0.02], [0.30, 0.24, 0.33], [0.17, -0.12, 0.18], [0.12, -0.16, 0.13], [0.40, -0.48, 0.28], [-0.11, 0.63, -0.58], [-0.11, 0.01, -0.18], [-0.11, -0.11, 0.03], [0.00, -0.02, 0.07], [0.29, 0.49, -1.59], [0.28, -0.11, 0.94], [0.26, -0.38, 0.98], [0.14, 0.29, -0.25], [0.13, -0.14, 0.47], [0.15, -0.11, -0.38], [-0.49, -0.44, 1.19], [0.09, 0.14, -0.26], [-0.03, -0.03, 0.26], [-0.09, -0.27, 0.15], [-0.13, 0.03, -0.06], [-0.13, -0.07, -0.18], [0.01, -0.01, -0.28], [0.39, 1.36, 0.95], [1.28, 1.89, 1.14], [-1.32, -1.95, -1.13], [0.26, 0.48, 0.24], [0.17, 0.38, 0.16], [-0.53, 0.19, -0.09], [-0.27, -1.10, -0.29], [0.23, -0.64, 0.12], [-0.01, 0.50, 0.06], [1.13, 1.53, 0.82], [1.21, -0.67, 0.11], [-0.15, -0.65, -0.28], [-0.07, -0.39, -0.03], [-0.69, 0.76, -0.83], [-0.09, 0.18, -0.13], [-0.57, -0.12, -0.33], [-0.23, -0.63, -0.16], [0.31, -0.22, 0.19], [0.05, 0.12, 0.04], [-0.24, -0.06, 0.12], [0.20, 0.29, -0.14]], "lowdin_charge": [0.287, 0.248, 0.478, 0.748, -0.248, -0.219, 0.080, 0.078, 0.060, 0.011, 0.051, 0.059, -0.253, 0.074, 0.056, 0.033, 0.746, -0.239, -0.247, 0.055, 0.079, 0.057, -0.227, 0.015, 0.075, 0.079, 0.047, 0.054, 0.050, -0.078, 0.190, -0.159, -0.213, 0.007, 0.005, -0.188, 0.015, 0.011, 0.007, 0.005, -0.166, -0.126, -0.169, 0.133, 0.106, 0.111, 0.137, 0.123, 0.063, 0.098]}